(1)
Entry from the Open Molecules 2025 dataset: C5H7N2 as an isolated structure at a distorted geometry (the ωB97M-V functional and the def2-TZVPD basis).

The geometry in XYZ format:
```
14
Properties=species:S:1:pos:R:3:forces:R:3
C 0.905754 2.011729 -1.894780 0.53 1.71 -0.71
C 1.330460 1.548926 -0.476910 0.36 -0.27 -1.01
C 0.362623 -0.312406 1.469374 0.66 0.29 -0.96
C -0.091701 -0.347225 0.191759 -0.48 -0.31 1.38
C -0.961199 -1.416801 -0.402616 0.04 0.94 1.37
N -0.091507 1.219232 -1.895463 -0.64 0.24 -1.66
N 0.304796 0.760542 -0.572865 1.61 -0.62 2.05
H 1.235312 2.774434 -2.666378 -0.49 -1.22 1.07
H 2.224911 1.503776 0.164106 -0.71 0.21 -0.19
H 1.117465 0.463456 1.692102 -0.87 -0.39 0.47
H 0.141457 -1.053816 2.239868 0.05 0.16 -0.51
H -0.749218 -2.277425 0.182022 0.43 -1.08 0.09
H -0.830797 -1.571716 -1.432501 0.35 -0.24 -1.31
H -1.996578 -1.259285 -0.195730 -0.85 0.57 -0.10
```
Positions in Å, forces in eV/Å.

Properties
Calculated total energy: -8266.411 eV
Spin multiplicity: 1
Energy above the lowest of the compared OMol25 structures with the same formula, charge and spin: 146.8 kcal/mol
Gap between HOMO and LUMO (alpha / beta): 7.53 / 7.23 eV
Net charge: +1

---

(2)
Entry from the Open Molecules 2025 dataset: C5H7N2 as an isolated structure at a distorted geometry (the ωB97M-V functional and the def2-TZVPD basis).

The geometry in XYZ format:
```
14
Properties=species:S:1:pos:R:3:forces:R:3
C -1.012217 -0.968865 -0.607421 -1.97 0.44 -0.54
C -0.115204 0.112518 -0.862374 2.36 -1.10 0.27
C -0.646693 0.496626 0.708521 2.09 1.81 -1.41
C 1.369370 -0.062256 -0.513202 -1.58 -1.15 1.18
C 1.216585 0.170421 0.951789 -1.98 0.82 2.28
N -0.607046 1.341097 -0.403196 -0.65 3.00 -0.06
N -1.684367 -0.460730 0.369250 -0.78 -1.65 2.02
H -1.286320 -1.860713 -1.112168 0.48 -1.08 -0.30
H 1.780734 -1.010948 -0.674918 0.44 -1.41 -0.75
H 1.910859 0.667627 -0.942155 2.03 2.30 -1.68
H 1.710032 1.116688 1.381834 -1.34 -1.33 -0.71
H 1.261841 -0.648865 1.728800 0.04 0.68 -1.36
H -1.390634 1.836655 -0.918690 0.93 -1.22 1.25
H -2.506940 -0.729253 0.893930 -0.06 -0.10 -0.18
```
Positions in Å, forces in eV/Å.

Properties
Calculated total energy: -8265.601 eV
Spin multiplicity: 1
Energy above the lowest of the compared OMol25 structures with the same formula, charge and spin: 165.5 kcal/mol
Gap between HOMO and LUMO: 9.07 eV
Net charge: +1

---

(3)
Entry from the Open Molecules 2025 dataset: C5H7N2 as an isolated structure at a distorted geometry (the ωB97M-V functional and the def2-TZVPD basis).

The geometry in XYZ format:
```
14
Properties=species:S:1:pos:R:3:forces:R:3
C 2.005442 -0.504525 0.018279 0.15 0.83 -0.75
C 1.027663 1.111513 -0.017982 1.43 -3.42 0.60
C 0.084676 -0.136730 0.061302 -0.21 1.25 -1.27
C -0.738083 -0.192798 -1.248569 -0.05 -1.35 -1.33
C -0.752309 -0.261013 1.292569 -0.60 -2.05 1.60
N 2.324999 0.810562 -0.044038 -1.69 -0.19 0.24
N 1.149450 -1.304427 -0.143659 0.34 -1.56 0.85
H 0.608992 2.030851 -0.079717 -0.71 3.21 -0.10
H -1.211430 -1.297643 -1.352468 1.16 2.73 0.18
H 0.014053 0.008527 -2.104085 -1.55 -0.45 1.01
H -1.573873 0.582584 -1.275170 1.21 -0.95 0.24
H -1.629198 -1.000348 1.058459 1.59 1.56 0.68
H -1.077479 0.730390 1.569698 -0.69 0.34 -0.28
H -0.232898 -0.576940 2.265375 -0.38 0.05 -1.67
```
Positions in Å, forces in eV/Å.

Properties
Calculated total energy: -8266.670 eV
Spin multiplicity: 1
Energy above the lowest of the compared OMol25 structures with the same formula, charge and spin: 140.8 kcal/mol
Gap between HOMO and LUMO: 10.65 eV
Net charge: +1